Formula: C3H4LiO3Rh
Source: the OMol25 dataset
Level of theory: ωB97M-V/def2-TZVPD

Geometry as XYZ:
```
12
Properties=species:S:1:pos:R:3:forces:R:3:lowdin_spin:R:1
O -0.1915 1.0008 -0.7242 2.2 -0.9 -0.9 0.771
C 0.8370 0.2186 -0.9708 0.6 4.3 1.9 0.272
C 1.7816 0.0343 0.1139 -0.6 -1.0 -1.0 0.494
H -0.5212 -1.1348 -0.7532 -3.4 0.7 0.9 0.063
H 1.3042 0.4679 -1.9384 -0.3 -1.1 -1.0 0.037
H 1.7045 0.6660 1.0021 0.0 -0.1 -0.1 0.022
H 2.5456 -0.7393 0.0138 0.2 0.3 0.0 0.019
Li -1.7348 1.8076 0.1702 -1.0 1.2 -0.1 -0.001
O -2.6071 0.1054 -0.4080 3.0 -2.5 -0.6 0.288
C -1.6356 -0.5744 -0.0663 -1.5 0.5 -2.0 0.094
O -1.3501 -0.5859 1.1880 -0.6 0.4 0.3 0.341
Rh -0.1326 -1.2662 2.3730 1.4 -1.7 2.5 2.600
```
Positions in Å, forces in eV/Å.

* maximum force: 4.69 eV Å⁻¹
* calculated total energy: -458.89346 Eh
* HOMO-LUMO gap (alpha / beta): 9.3396 / 6.1729 eV
* net charge: +3
* HOMO (alpha / beta): -24.6 / -24.5 eV
* <S²>: 8.781
* 2S+1: 6